# 1
Here is a single C3H3IO2 molecule in a non-equilibrium geometry from the Open Molecules 2025 dataset. Energies are from ωB97M-V with the def2-TZVPD basis set.

Last column: natural (NBO) charge in e.
CARTESIAN COORDINATES (ANGSTROEM)
O: -1.76856 -1.10803 1.07903  -0.512
C: -0.95231 -0.66788 0.38068  0.779
O: -0.90977 -0.60362 -0.98618  -0.487
C: 0.22195 0.32930 -1.03710  -0.068
C: 0.30194 0.22200 0.60574  -0.511
I: 1.95351 -0.68587 1.57741  0.164
H: 0.08611 1.36983 -1.24418  0.196
H: 1.03609 -0.11127 -1.42476  0.186
H: 0.03103 1.25555 1.04937  0.254

Cartesian forces, eV/Å:
O -1.35 -1.23 0.90
C 1.91 1.94 -0.60
O -0.05 0.77 -0.46
C -1.47 -0.24 5.02
C -1.14 1.58 -1.43
I -0.33 0.25 -0.26
H -0.79 0.25 -0.90
H 2.65 -1.37 -1.99
H 0.56 -1.95 -0.28

Calculated values
frontier orbital gap	10.0	eV
HOMO level	-10.0	eV
relative energy (zero: lowest compared OMol25 entry of this formula, charge and spin)	0.658	eV
SMILES	O=C1OC[C@@H]1I
E	-564.244633	hartree
E_LUMO	0.09	eV

---

# 2
Here is a single C9H11NO2 molecule in a non-equilibrium geometry from the Open Molecules 2025 dataset. Energies are from ωB97M-V with the def2-TZVPD basis set.

Last column: natural (NBO) charge in e.
CARTESIAN COORDINATES (ANGSTROEM)
N: -2.40563 2.09494 -0.44719  -0.807
C: -1.14054 1.58241 0.03800  -0.138
C: -1.37547 -0.05702 -0.08350  -0.417
C: -0.26199 -1.07576 0.11346  -0.038
C: 0.95688 -0.81033 -0.56616  -0.198
C: 2.20315 -1.27829 -0.20581  -0.227
C: 2.29908 -2.32863 0.71990  -0.205
C: 1.10602 -2.64623 1.40086  -0.215
C: -0.01025 -1.82215 1.26885  -0.201
C: -0.08184 2.17521 -0.82824  0.767
O: 0.70639 3.02170 -0.46010  -0.590
O: -0.20931 1.77902 -2.08673  -0.660
H: -3.12912 1.87316 0.24845  0.370
H: -2.26362 3.07168 -0.56509  0.365
H: -0.76047 1.77308 1.11662  0.198
H: -2.12889 -0.23590 0.72974  0.204
H: -1.84829 -0.38137 -1.07008  0.240
H: 1.08816 -0.01804 -1.27385  0.205
H: 3.10257 -0.98003 -0.72676  0.212
H: 3.29513 -2.77382 0.95582  0.220
H: 1.13660 -3.44851 2.25511  0.216
H: -0.75039 -1.83460 2.01390  0.203
H: 0.47182 2.31948 -2.54722  0.495

Cartesian forces, eV/Å:
N -0.01 -0.51 1.08
C 0.56 -3.37 1.14
C -0.81 -0.45 -0.07
C 3.15 2.32 1.15
C 0.45 0.67 -0.19
C 0.03 -1.93 0.21
C -0.41 0.06 0.31
C 1.65 -0.93 2.06
C -0.83 -0.90 -1.53
C 0.07 0.60 0.65
O -0.28 -0.67 -0.36
O 1.05 0.67 -1.02
H 0.28 0.57 -0.54
H -0.73 1.09 0.08
H -1.10 -0.05 -1.46
H 0.38 0.07 -0.79
H 0.32 1.23 1.14
H -0.87 0.17 -0.68
H -0.11 0.34 -0.05
H -1.17 0.15 -0.19
H -0.11 1.75 -1.68
H -1.07 -0.41 0.90
H -0.46 -0.48 -0.15

Calculated values
frontier orbital gap	9.8	eV
HOMO level	-9.1	eV
relative energy (zero: lowest compared OMol25 entry of this formula, charge and spin)	1.901	eV
SMILES	N[C@@H](Cc1ccccc1)C(=O)O
E	-554.741427	hartree
E_LUMO	0.74	eV

---

# 3
Here is a molecular structure, C19H11FeN4O7 in a non-equilibrium geometry from the Open Molecules 2025 dataset. Energies are from ωB97M-V with the def2-TZVPD basis set.

Last column: natural (NBO) charge in e.
CARTESIAN COORDINATES (ANGSTROEM)
Fe: -0.49840 0.00200 0.13740  1.932
O: 4.35440 0.03340 4.33090  -0.639
C: 3.28710 -0.00540 3.52290  0.367
C: 2.70470 -1.20740 3.10530  -0.304
C: 1.63700 -1.14610 2.23120  0.128
N: 1.17010 0.00330 1.77580  -0.515
C: 1.65480 1.14950 2.22330  0.115
C: 2.72110 1.20650 3.09810  -0.272
C: 0.84240 2.36830 1.71150  0.759
O: 1.22180 3.48570 1.98890  -0.611
O: -0.17560 2.01350 1.05760  -0.817
C: 0.81350 -2.36430 1.73830  0.759
O: 1.18370 -3.48100 2.03660  -0.617
O: -0.19800 -2.00790 1.07730  -0.817
H: 4.67510 -0.85770 4.52470  0.490
H: 3.06430 -2.17000 3.44050  0.244
H: 3.11230 2.15110 3.43890  0.259
O: 2.45300 -1.44110 -2.51430  -0.521
C: 1.39640 -1.18670 -1.98960  0.633
N: 0.99510 0.00090 -1.43370  -0.749
C: 1.39460 1.18570 -1.99690  0.633
O: 2.44820 1.43560 -2.53090  -0.521
C: 0.25320 2.17550 -1.95830  0.122
C: 0.43860 3.47590 -2.40580  -0.189
C: -0.64000 4.34300 -2.38450  -0.140
C: -1.86000 3.87750 -1.91920  -0.231
C: -1.95090 2.55850 -1.49570  0.059
N: -0.92380 1.72860 -1.52590  -0.495
C: 0.25270 -2.17420 -1.95330  0.121
C: 0.43740 -3.47370 -2.40460  -0.189
C: -0.64330 -4.33970 -2.38490  -0.140
C: -1.86160 -3.87410 -1.91900  -0.231
C: -1.95210 -2.55600 -1.49250  0.060
N: -0.92300 -1.72700 -1.52040  -0.495
H: 1.41860 3.76890 -2.74640  0.253
H: -0.52940 5.36140 -2.72250  0.228
H: -2.72370 4.52140 -1.88150  0.230
H: -2.88080 2.15190 -1.12140  0.195
H: 1.41630 -3.76640 -2.74650  0.253
H: -0.53290 -5.35730 -2.72540  0.228
H: -2.72650 -4.51710 -1.88230  0.230
H: -2.88110 -2.14890 -1.11830  0.196

Cartesian forces, eV/Å:
Fe 3.66 0.04 -0.36
O 0.26 0.05 0.23
C -0.58 -0.05 -0.48
C -0.04 0.18 -0.12
C -0.18 -0.63 -0.19
N -0.73 -0.13 -0.48
C -0.16 0.72 -0.16
C 0.09 -0.33 -0.01
C 1.97 -0.52 1.26
O -0.20 0.19 -0.10
O -2.17 -1.23 -1.79
C 1.94 0.54 1.22
O -0.21 -0.15 -0.11
O -2.13 1.18 -1.78
H -0.13 0.11 -0.06
H -0.02 -0.09 0.00
H -0.03 0.13 -0.01
O -0.24 -0.03 0.01
C -0.05 -0.29 0.15
N -0.38 0.00 1.32
C -0.02 0.32 0.12
O -0.28 0.02 0.03
C 0.31 0.47 -0.26
C -0.08 -0.28 0.10
C -0.05 -0.18 0.08
C 0.06 -0.16 -0.05
C -0.35 0.43 -0.08
N 0.04 -0.68 0.86
C 0.36 -0.50 -0.28
C -0.15 0.27 0.12
C 0.04 0.18 0.05
C -0.01 0.17 -0.03
C -0.29 -0.41 -0.09
N -0.03 0.66 0.87
H 0.08 0.01 -0.04
H -0.01 0.11 0.00
H -0.10 0.02 0.02
H -0.09 0.09 0.03
H 0.10 -0.02 -0.04
H -0.01 -0.11 0.00
H -0.09 -0.01 0.02
H -0.10 -0.08 0.04

Calculated values
frontier orbital gap (spin up / spin down)	9.0 / 7.0	eV
HOMO level (spin up / spin down)	-9.6 / -9.5	eV
2S+1	6
E	-2740.109657	hartree
E_LUMO (spin up / spin down)	-0.64 / -2.56	eV

---

# 4
Here is a gas-phase ion, C4H11NO (charge +1) in a non-equilibrium geometry from the Open Molecules 2025 dataset. Energies are from ωB97M-V with the def2-TZVPD basis set.

Last column: natural (NBO) charge in e.
CARTESIAN COORDINATES (ANGSTROEM)
C: 1.25540 0.16946 -1.31635  -0.496
N: 0.54565 1.15933 -0.52487  -0.118
C: 0.29723 -0.03850 1.75008  -0.579
C: -0.47410 0.51241 0.47390  -0.116
C: -1.21351 -0.69072 -0.08242  -0.128
O: -1.96637 -0.56172 -1.26170  -0.649
H: 0.53335 -0.51920 -1.94604  0.259
H: 1.69185 -0.49950 -0.59245  0.281
H: 1.96195 0.83825 -1.94289  0.274
H: 1.24593 1.78572 0.04302  0.433
H: 0.60842 -1.04202 1.54011  0.225
H: -0.46494 -0.12074 2.47105  0.260
H: 1.06585 0.50873 2.06092  0.220
H: -1.23117 1.24817 0.77783  0.266
H: -0.49291 -1.50272 -0.18417  0.164
H: -2.06546 -1.14573 0.56767  0.259
H: -1.29718 -0.10124 -1.83368  0.443

Cartesian forces, eV/Å:
C -0.96 1.55 -3.00
N 0.49 -1.97 4.10
C -2.92 -1.33 -2.96
C -0.35 0.56 0.20
C -2.09 -2.22 0.61
O 2.16 1.86 -1.19
H 1.54 1.65 1.02
H 0.85 -0.27 0.30
H -0.69 -1.98 0.77
H -1.84 -0.68 -1.71
H 0.44 -0.54 -0.24
H -0.80 0.14 1.16
H 3.10 2.48 1.41
H 0.64 0.34 -0.19
H 0.17 -0.24 -0.09
H 2.01 1.24 0.07
H -1.74 -0.61 -0.27

Calculated values
frontier orbital gap (spin up / spin down)	11.4 / 6.5	eV
HOMO level (spin up / spin down)	-14.9 / -14.9	eV
relative energy (zero: lowest compared OMol25 entry of this formula, charge and spin)	3.011	eV
charge	+1
2S+1	2
E	-288.604605	hartree
E_LUMO (spin up / spin down)	-3.59 / -8.44	eV

---

# 5
Here is 2 unconnected molecules or ions with the total composition CH3NO2 in a non-equilibrium geometry from the Open Molecules 2025 dataset. Energies are from ωB97M-V with the def2-TZVPD basis set.

Last column: natural (NBO) charge in e.
CARTESIAN COORDINATES (ANGSTROEM)
C: -0.45471 -0.42072 1.12225  -0.466
N: 0.61615 0.55761 -1.43752  0.534
O: 1.46307 -0.15991 -1.89771  -0.282
O: 0.03366 1.53796 -1.73213  -0.261
H: -0.09933 0.14892 2.05105  0.169
H: -0.10745 -1.35044 1.04773  0.147
H: -1.45139 -0.31342 0.84633  0.158

Cartesian forces, eV/Å:
C 0.39 3.67 2.71
N 0.46 -1.34 0.94
O -0.87 1.18 -0.06
O 0.33 0.11 -0.66
H -0.51 -0.65 -1.76
H 1.73 -3.57 -0.56
H -1.52 0.60 -0.61

Calculated values
frontier orbital gap (spin up / spin down)	8.3 / 10.0	eV
HOMO level (spin up / spin down)	-9.4 / -10.1	eV
relative energy (zero: lowest compared OMol25 entry of this formula, charge and spin)	6.992	eV
E	-244.922178	hartree
E_LUMO (spin up / spin down)	-1.17 / -0.13	eV

---

# 6
Here is 2 unconnected molecules or ions with the total composition C4H8N2O in a non-equilibrium geometry from the Open Molecules 2025 dataset. Energies are from ωB97M-V with the def2-TZVPD basis set.

Last column: natural (NBO) charge in e.
CARTESIAN COORDINATES (ANGSTROEM)
C: 2.08667 0.01574 0.60703  0.188
C: 0.12682 1.57662 1.09929  -0.669
C: -1.66147 -1.48578 -0.38875  -0.272
C: 1.21339 1.02668 0.17065  -0.165
N: 2.83773 -0.79701 0.97564  -0.295
N: 0.20745 -0.81601 -1.58823  -0.264
O: -1.13132 -0.82535 -1.48412  -0.352
H: 0.36187 2.67203 1.26181  0.242
H: 0.28892 0.94033 2.07622  0.232
H: -0.88470 1.33257 0.72909  0.232
H: -2.60568 -0.87530 -0.01822  0.202
H: -0.88364 -1.31701 0.36755  0.195
H: -1.75191 -2.56797 -0.60638  0.202
H: 1.23687 1.23705 -0.95228  0.216
H: 0.55900 -0.11659 -2.24930  0.308

Cartesian forces, eV/Å:
C 0.48 -0.13 0.12
C 1.77 -1.34 1.21
C -0.07 0.63 2.07
C -0.60 -0.20 -1.49
N -0.60 0.62 -0.22
N 0.55 -1.43 1.73
O -0.02 2.28 -3.04
H -0.83 -1.19 0.00
H -0.56 1.70 -1.55
H 0.43 0.60 0.03
H 1.67 -1.73 -1.13
H -0.40 -0.62 0.45
H -0.51 0.64 0.32
H 0.08 0.12 2.03
H -1.39 0.04 -0.54

Calculated values
frontier orbital gap (spin up / spin down)	9.0 / 8.3	eV
HOMO level (spin up / spin down)	-8.8 / -9.1	eV
relative energy (zero: lowest compared OMol25 entry of this formula, charge and spin)	6.860	eV
E	-341.751562	hartree
E_LUMO (spin up / spin down)	0.19 / -0.79	eV

---

- Among the records above, which one has the highest E?
  CH3NO2

---

- Among the records above, which one has the lowest E?
  C19H11FeN4O7

---

- The highest E belongs to which entry?
  CH3NO2